{
  "formula": "C5H10ClN2O2",
  "method": "wB97M-V/def2-TZVPD",
  "symbols": ["C", "C", "Cl", "C", "C", "N", "N", "C", "O", "O", "H", "H", "H", "H", "H", "H", "H", "H", "H", "H"],
  "coordinates": [[-1.8142, -1.3286, -1.1401], [-0.6278, -0.3736, -1.3714], [-0.0915, -0.6652, -3.0770], [0.5168, -0.7338, -0.4054], [0.9740, 0.4216, 0.4638], [-0.1090, 0.8096, 1.3587], [-0.0930, 2.2316, 1.5814], [2.2385, -0.1043, 1.2184], [3.2299, -0.3287, 0.4702], [2.1579, -0.2972, 2.4316], [-2.5029, -1.3015, -1.9766], [-2.2825, -1.0438, -0.2013], [-1.3923, -2.3197, -1.0372], [-0.9803, 0.6412, -1.2277], [1.3707, -1.0949, -0.9615], [0.2114, -1.5462, 0.2496], [1.2681, 1.2818, -0.1478], [-1.0068, 0.5791, 0.9404], [-0.1681, 2.7166, 0.6864], [-0.8989, 2.4559, 2.1456]],
  "lumo_energy_ev": 3.17,
  "total_charge": -1,
  "e_above_lowest_kj_mol": 0.00,
  "homo_energy_ev": -3.941,
  "orbital_gap_ev": 7.11,
  "smiles": "C[C@H](Cl)C[C@@H](NN)C(=O)[O-]"
}



{
  "formula": "C30H33GeNaO2SSb",
  "method": "wB97M-V/def2-TZVPD",
  "symbols": ["Na", "C", "C", "O", "C", "C", "C", "C", "C", "C", "O", "H", "H", "H", "H", "H", "H", "H", "S", "Sb", "C", "C", "C", "C", "C", "C", "C", "C", "C", "C", "C", "C", "C", "C", "C", "C", "C", "C", "H", "H", "H", "H", "H", "H", "H", "H", "H", "H", "H", "H", "H", "H", "H", "C", "Ge", "C", "C", "C", "H", "H", "H", "H", "H", "H", "H", "H", "H", "H", "H"],
  "coordinates": [[-1.3624, 0.6959, 0.8138], [-0.9714, -3.5171, 2.5452], [-1.6456, -2.2022, 2.1822], [-1.0326, -1.4764, 1.3971], [-2.9398, -1.8757, 2.7714], [-3.5664, -2.8365, 3.5938], [-4.7810, -2.6257, 4.1946], [-5.4159, -1.3864, 3.9816], [-4.8522, -0.4223, 3.1987], [-3.5861, -0.6056, 2.5394], [-3.1085, 0.3188, 1.8202], [0.0076, -3.5169, 2.0734], [-1.5504, -4.3663, 2.1769], [-0.8645, -3.6350, 3.6238], [-3.0736, -3.7865, 3.7555], [-5.2358, -3.3861, 4.8149], [-6.3748, -1.1906, 4.4515], [-5.3402, 0.5312, 3.0375], [0.6077, 2.5948, 0.3626], [0.6819, 0.0747, -1.4763], [0.3297, -1.5993, -2.8591], [-0.5944, -2.5423, -2.4122], [-0.9977, -3.6049, -3.2154], [-0.4740, -3.7443, -4.4908], [0.4524, -2.8172, -4.9552], [0.8444, -1.7601, -4.1465], [2.7303, 0.3532, -1.9946], [3.5456, -0.7201, -2.3444], [4.8970, -0.5287, -2.6085], [5.4474, 0.7415, -2.5211], [4.6452, 1.8159, -2.1598], [3.2962, 1.6248, -1.8922], [-0.1449, 1.4808, -2.8817], [-1.4036, 2.0309, -2.6612], [-1.9747, 2.9024, -3.5787], [-1.2875, 3.2419, -4.7359], [-0.0293, 2.7057, -4.9667], [0.5330, 1.8300, -4.0462], [-1.0084, -2.4597, -1.4106], [-1.7194, -4.3206, -2.8398], [-0.7835, -4.5688, -5.1219], [0.8634, -2.9200, -5.9530], [1.5642, -1.0474, -4.5364], [3.1306, -1.7187, -2.4158], [5.5166, -1.3744, -2.8821], [6.4996, 0.8975, -2.7273], [5.0728, 2.8082, -2.0799], [2.6737, 2.4607, -1.5877], [-1.9579, 1.8052, -1.7565], [-2.9545, 3.3204, -3.3828], [-1.7306, 3.9258, -5.4497], [0.5195, 2.9682, -5.8635], [1.5209, 1.4260, -4.2388], [-0.6196, 2.8922, 3.6592], [1.0575, 1.9145, 3.4714], [2.4196, 2.7959, 4.5709], [0.7970, 0.1037, 4.1771], [1.6971, 1.8236, 1.6181], [-0.7244, 3.2329, 4.6917], [-1.4816, 2.2659, 3.4202], [-0.6262, 3.7491, 2.9861], [2.1219, 2.8134, 5.6211], [2.5672, 3.8243, 4.2367], [3.3756, 2.2748, 4.4936], [0.4075, 0.1327, 5.1964], [1.7406, -0.4462, 4.1821], [0.0891, -0.4459, 3.5559], [1.8819, 0.7659, 1.3873], [2.6790, 2.3044, 1.5911]],
  "lumo_energy_ev": 2.28,
  "total_charge": -1,
  "homo_energy_ev": -4.080,
  "orbital_gap_ev": 6.36
}